No. 1
The following is a DFT calculation (ωB97M-V with the def2-TZVPD basis set) of a 2-piece molecular cluster, C2H11N4 overall.

Atoms and positions in Å:
C1 0.34202 0.59848 -0.82499
C2 -0.07897 -0.64784 -0.12592
N1 1.83824 0.76200 -0.83485
N2 -2.39929 -0.08219 -0.12148
N3 0.24455 -0.85599 1.11483
N4 1.09543 0.00475 1.76245
H1 0.02942 1.53921 -0.15616
H2 0.06448 0.52092 -1.88460
H3 -0.58067 -1.53039 -0.72766
H4 2.19835 1.63415 -1.17813
H5 2.37396 0.18696 -1.42531
H6 -2.22553 -0.45325 -1.05710
H7 -3.08290 0.62286 -0.22136
H8 0.00609 -1.84573 1.39673
H9 -2.95117 -0.76071 0.42224
H10 1.42799 -0.26032 2.66672
H11 1.69801 0.56707 1.19460

Output
Net charge: +1
Total energy, Eh: -301.49298
Relative energy (zero: lowest compared OMol25 entry of this formula, charge and spin), kJ/mol: 364.1



No. 2
The following is a DFT calculation (ωB97M-V with the def2-TZVPD basis set) of a 3-piece molecular cluster, C19H31N4O7 overall.

Atoms and positions in Å:
C1 -0.77580 -3.93600 2.07681
C2 -0.16771 -2.98136 1.20668
C3 0.35369 -1.76453 0.18453
C4 -0.98565 -0.96062 -0.31275
C5 -0.89313 0.68663 -0.12211
N1 -1.38844 1.18253 1.20519
N2 -0.45752 1.13529 2.23129
C6 -1.12913 1.62054 3.51247
N3 -2.58261 2.01843 3.23587
C7 -2.68892 1.71224 1.72891
N4 -3.82559 1.90721 0.99982
C8 -4.04824 1.69058 -0.47320
C9 -4.14719 0.12166 -0.93852
C10 -5.60971 -0.33852 -1.51846
O1 -5.59424 -1.83653 -1.55864
C11 -4.74282 -2.32280 -2.65544
H1 -1.25666 -4.43940 3.03544
H2 0.80384 -2.30331 -0.75510
H3 1.12126 -1.09874 0.77170
H4 -1.92301 -1.37512 0.28626
H5 -1.16985 -1.22715 -1.44966
H6 0.27311 0.93532 -0.17924
H7 -1.37047 1.18248 -1.06811
H8 0.52473 0.80543 2.06581
H9 -0.66457 1.68760 4.58589
H10 -4.66290 2.28012 1.54285
H11 -3.22998 2.32249 -1.04552
H12 -5.09125 2.18962 -0.76984
H13 -3.92992 -0.53500 0.02941
H14 -3.27144 -0.06150 -1.71381
H15 -6.45076 -0.07200 -0.71424
H16 -5.86278 0.11001 -2.56968
H17 -5.09419 -1.83260 -3.65847
H18 -4.85278 -3.51120 -2.67543
H19 -3.58958 -2.11998 -2.50696
C12 3.19986 -2.63516 -4.42266
C13 2.52769 -1.28123 -4.52184
C14 3.34158 -0.15930 -3.95237
O2 2.34644 0.78960 -3.61054
C15 1.20939 0.07538 -3.34861
O3 0.20271 0.54046 -2.84460
O4 1.35510 -1.23209 -3.72563
H20 2.51508 -3.42480 -4.74967
H21 4.10110 -2.67342 -5.04202
H22 3.47434 -2.86827 -3.38811
H23 2.23635 -1.08206 -5.56012
H24 4.04431 0.25890 -4.67800
H25 3.88618 -0.43142 -3.04083
C16 4.75361 2.81799 5.09748
C17 4.15906 2.28638 3.80958
C18 3.15630 1.19170 4.01353
O5 3.21914 0.49419 2.78183
C19 4.48358 0.68658 2.29627
O6 4.95871 0.08464 1.34988
O7 5.14443 1.64346 3.01773
H26 5.55575 3.53129 4.88029
H27 3.99342 3.31881 5.70458
H28 5.20275 2.01363 5.69014
H29 3.74159 3.11161 3.22027
H30 2.14807 1.57493 4.19204
H31 3.42369 0.49636 4.81762

Output
Net charge: +1
Total energy, Eh: -1487.67794



No. 3
The following is a DFT calculation (ωB97M-V with the def2-TZVPD basis set) of a 4-piece molecular cluster, C2H11O3S overall.

Atoms and positions in Å:
C1 0.12576 3.48830 -2.09533
C2 -0.11807 2.15878 -1.25381
S1 0.45097 2.41268 0.42418
H1 0.29279 4.28708 -1.22357
H2 -0.56384 3.62750 -2.85798
H3 1.16473 3.41934 -2.60032
H4 0.38018 1.28972 -1.73665
H5 -1.09427 1.65420 -1.21028
H6 0.81179 -0.41433 2.96525
H7 -0.01553 -0.51289 1.74323
O1 0.23440 -1.01555 2.51603
H8 0.61899 -2.21609 1.23258
H9 0.48491 -2.49984 -0.35999
O2 0.41690 -2.80769 0.46028
H10 -0.77737 -4.85401 1.11783
H11 -1.02919 -3.61668 1.18964
O3 -1.38317 -4.40052 1.68889

Output
Net charge: -1
Total energy, Eh: -706.69257
Relative energy (zero: lowest compared OMol25 entry of this formula, charge and spin), kJ/mol: 213.4



No. 4
The following is a DFT calculation (ωB97M-V with the def2-TZVPD basis set) of one molecule with the formula C6H13N.

Atoms and positions in Å:
C1 0.68914 -2.31624 -2.25435
C2 0.50792 -1.27530 -1.45145
C3 -0.72840 -0.96527 -0.67511
C4 -0.47007 -0.35056 0.69773
C5 0.11433 1.05574 0.68129
C6 0.64073 1.53943 2.02669
N1 -0.77829 2.09334 0.12362
H1 1.56637 -2.40425 -2.87297
H2 -0.08929 -3.06818 -2.36198
H3 1.35248 -0.59836 -1.39091
H4 -1.41344 -0.38055 -1.29020
H5 -1.25589 -1.92039 -0.54997
H6 0.33986 -0.96738 1.11181
H7 -1.26409 -0.49933 1.43014
H8 0.97043 1.07330 0.00688
H9 -0.15083 2.01223 2.59746
H10 1.09628 0.74134 2.62564
H11 1.46505 2.23611 1.86294
H12 -0.89974 1.97514 -0.87444
H13 -1.69254 2.01919 0.55719

Output
Net charge: 0
SMILES string: C=CCC[C@H](C)N
Total energy, Eh: -291.13354
Relative energy (zero: lowest compared OMol25 entry of this formula, charge and spin), kJ/mol: 66.2



No. 5
The following is a DFT calculation (ωB97M-V with the def2-TZVPD basis set) of C30H26BeN6O3STe as an isolated structure.

Atoms and positions in Å:
Be1 -0.41101 0.01745 0.59575
O1 -4.70584 2.08736 -1.47362
C1 -4.62594 2.63133 -0.24973
C2 -5.64072 3.51553 0.11614
C3 -5.64572 4.09046 1.36949
C4 -4.63733 3.80900 2.29169
C5 -3.61610 2.95729 1.92778
C6 -3.58528 2.36357 0.66149
C7 -2.46450 1.47134 0.33264
O2 -1.46845 1.35801 1.10841
N1 -2.52918 0.75913 -0.80778
N2 -1.46052 -0.05179 -0.80736
C8 -1.22633 -0.94499 -1.68786
C9 -0.09120 -1.79937 -1.33081
C10 0.31030 -2.91852 -2.04395
C11 1.34945 -3.68375 -1.54774
C12 1.94988 -3.31832 -0.35032
C13 1.49023 -2.19070 0.30207
N3 0.50139 -1.43836 -0.17981
H1 -3.97211 1.43693 -1.57164
H2 -6.42310 3.72304 -0.60186
H3 -6.44849 4.76666 1.63738
H4 -4.65735 4.24717 3.28051
H5 -2.81965 2.71403 2.61893
H6 -1.85121 -1.10625 -2.55911
H7 -0.19695 -3.17528 -2.96463
H8 1.68634 -4.56277 -2.08185
H9 2.74406 -3.90766 0.08437
H10 1.91014 -1.86828 1.24862
Te1 -1.56287 -1.43169 2.39664
C14 -0.32399 -2.96631 3.12427
C15 0.29870 -2.98864 4.34372
C16 0.98574 -4.21038 4.61487
C17 0.87382 -5.11044 3.59942
S1 -0.07916 -4.47166 2.32779
H11 0.27353 -2.14484 5.01978
H12 1.52454 -4.40983 5.53168
H13 1.28628 -6.10563 3.53706
C18 3.83949 0.67584 5.30280
C19 4.47128 1.05771 3.98959
C20 5.12853 2.27006 3.82055
C21 5.66314 2.63723 2.59195
C22 5.56235 1.78333 1.50473
N4 6.07553 2.19868 0.24943
C23 5.62717 1.90586 -1.01415
O3 6.34446 1.98656 -1.99032
N5 4.30777 1.49740 -1.13090
C24 3.21610 1.83553 -0.31606
C25 3.13169 3.03878 0.37021
C26 2.06344 3.24180 1.22055
C27 1.08526 2.27060 1.33251
N6 1.12420 1.13773 0.61862
C28 2.17635 0.93337 -0.18082
C29 4.96296 0.53941 1.67345
C30 4.40995 0.19612 2.89510
H14 4.01031 1.43924 6.06069
H15 4.24485 -0.26704 5.67393
H16 2.76208 0.54316 5.19027
H17 5.21039 2.95307 4.65808
H18 6.15067 3.59859 2.47487
H19 6.96501 2.67254 0.23971
H20 4.12538 1.04033 -2.01028
H21 3.89251 3.79674 0.23286
H22 1.98062 4.15337 1.79526
H23 0.24339 2.38548 1.99685
H24 2.19849 0.00617 -0.73584
H25 4.92758 -0.15650 0.84433
H26 3.92363 -0.76753 3.00466

Output
Net charge: 0
Total energy, Eh: -2394.17536
Relative energy (zero: lowest compared OMol25 entry of this formula, charge and spin), kJ/mol: 0.0



Please write out number 1 again, unchanged.
The following is a DFT calculation (ωB97M-V with the def2-TZVPD basis set) of a 2-piece molecular cluster, C2H11N4 overall.

Atoms and positions in Å:
C1 0.34202 0.59848 -0.82499
C2 -0.07897 -0.64784 -0.12592
N1 1.83824 0.76200 -0.83485
N2 -2.39929 -0.08219 -0.12148
N3 0.24455 -0.85599 1.11483
N4 1.09543 0.00475 1.76245
H1 0.02942 1.53921 -0.15616
H2 0.06448 0.52092 -1.88460
H3 -0.58067 -1.53039 -0.72766
H4 2.19835 1.63415 -1.17813
H5 2.37396 0.18696 -1.42531
H6 -2.22553 -0.45325 -1.05710
H7 -3.08290 0.62286 -0.22136
H8 0.00609 -1.84573 1.39673
H9 -2.95117 -0.76071 0.42224
H10 1.42799 -0.26032 2.66672
H11 1.69801 0.56707 1.19460

Output
Net charge: +1
Total energy, Eh: -301.49298
Relative energy (zero: lowest compared OMol25 entry of this formula, charge and spin), kJ/mol: 364.1



What did the second record say?
The following is a DFT calculation (ωB97M-V with the def2-TZVPD basis set) of a 3-piece molecular cluster, C19H31N4O7 overall.

Atoms and positions in Å:
C1 -0.77580 -3.93600 2.07681
C2 -0.16771 -2.98136 1.20668
C3 0.35369 -1.76453 0.18453
C4 -0.98565 -0.96062 -0.31275
C5 -0.89313 0.68663 -0.12211
N1 -1.38844 1.18253 1.20519
N2 -0.45752 1.13529 2.23129
C6 -1.12913 1.62054 3.51247
N3 -2.58261 2.01843 3.23587
C7 -2.68892 1.71224 1.72891
N4 -3.82559 1.90721 0.99982
C8 -4.04824 1.69058 -0.47320
C9 -4.14719 0.12166 -0.93852
C10 -5.60971 -0.33852 -1.51846
O1 -5.59424 -1.83653 -1.55864
C11 -4.74282 -2.32280 -2.65544
H1 -1.25666 -4.43940 3.03544
H2 0.80384 -2.30331 -0.75510
H3 1.12126 -1.09874 0.77170
H4 -1.92301 -1.37512 0.28626
H5 -1.16985 -1.22715 -1.44966
H6 0.27311 0.93532 -0.17924
H7 -1.37047 1.18248 -1.06811
H8 0.52473 0.80543 2.06581
H9 -0.66457 1.68760 4.58589
H10 -4.66290 2.28012 1.54285
H11 -3.22998 2.32249 -1.04552
H12 -5.09125 2.18962 -0.76984
H13 -3.92992 -0.53500 0.02941
H14 -3.27144 -0.06150 -1.71381
H15 -6.45076 -0.07200 -0.71424
H16 -5.86278 0.11001 -2.56968
H17 -5.09419 -1.83260 -3.65847
H18 -4.85278 -3.51120 -2.67543
H19 -3.58958 -2.11998 -2.50696
C12 3.19986 -2.63516 -4.42266
C13 2.52769 -1.28123 -4.52184
C14 3.34158 -0.15930 -3.95237
O2 2.34644 0.78960 -3.61054
C15 1.20939 0.07538 -3.34861
O3 0.20271 0.54046 -2.84460
O4 1.35510 -1.23209 -3.72563
H20 2.51508 -3.42480 -4.74967
H21 4.10110 -2.67342 -5.04202
H22 3.47434 -2.86827 -3.38811
H23 2.23635 -1.08206 -5.56012
H24 4.04431 0.25890 -4.67800
H25 3.88618 -0.43142 -3.04083
C16 4.75361 2.81799 5.09748
C17 4.15906 2.28638 3.80958
C18 3.15630 1.19170 4.01353
O5 3.21914 0.49419 2.78183
C19 4.48358 0.68658 2.29627
O6 4.95871 0.08464 1.34988
O7 5.14443 1.64346 3.01773
H26 5.55575 3.53129 4.88029
H27 3.99342 3.31881 5.70458
H28 5.20275 2.01363 5.69014
H29 3.74159 3.11161 3.22027
H30 2.14807 1.57493 4.19204
H31 3.42369 0.49636 4.81762

Output
Net charge: +1
Total energy, Eh: -1487.67794